{"formula": "C4H8N2O", "method": "ωB97M-V with the def2-TZVPD basis set", "elements": ["C", "C", "C", "N", "C", "N", "O", "H", "H", "H", "H", "H", "H", "H", "H"], "xyz": [[-0.4568, 1.2803, 0.6217], [-0.1554, 1.4993, -0.7532], [-0.8891, -0.5362, 0.3303], [1.0793, 1.3196, -1.2631], [0.5711, -2.3461, 0.7867], [0.4065, -1.1839, 0.3338], [-1.8983, -0.9439, 0.9182], [1.7001, 0.7517, -0.6982], [1.1654, 1.1585, -2.2547], [0.3724, 1.2990, 1.3203], [-1.3426, 1.7786, 0.9905], [-0.8779, 1.9678, -1.4103], [-0.9918, -0.3327, -0.8577], [1.5836, -2.7403, 0.8365], [-0.2666, -2.9718, 1.0992]], "forces_ev_per_a": [[0.67, 0.55, -0.89], [1.38, 1.18, 1.80], [-1.13, -1.17, -3.64], [-1.19, -0.58, 0.21], [-0.62, -0.03, -0.05], [1.20, 1.40, 0.68], [0.31, 0.41, 0.73], [-0.02, 0.03, 0.07], [0.01, 0.18, -0.05], [0.06, -0.21, -0.10], [-0.18, -0.27, -0.09], [-0.17, -0.47, -0.15], [-0.23, -0.94, 1.39], [-0.07, -0.14, -0.18], [0.00, 0.06, 0.26]], "energy_ha": -341.8383, "lumo_ev": 0.1, "multiplicity": 1, "orbital_gap_ev": 7.950}